A structure of composition CH4N3O at a distorted geometry, computed with ωB97M-V with the def2-TZVPD basis set.

Values from the calculation:
LUMO energy   -6.346 eV
Net charge   +1
E_HOMO   -15.50 eV
Multiplicity   1
Gap between HOMO and LUMO   9.15 eV

```
9
Properties=species:S:1:pos:R:3:lowdin_charge:R:1
C -0.16543 0.33094 -0.59919 -0.207
N 0.53212 0.01344 0.48921 0.069
N 2.18673 -0.06753 1.32149 0.222
N -1.44973 0.21930 -0.80073 0.164
O 2.35624 -1.13993 1.60207 0.221
H 0.39925 0.98632 -1.39079 0.186
H 0.11837 -0.51691 1.19282 0.063
H -2.07190 0.63702 -1.54221 0.179
H -1.90565 -0.46264 -0.27266 0.103
```